{"formula": "C55H61N3O6S2", "method": "ωB97M-V/def2-TZVPD", "elements": ["C", "O", "C", "C", "C", "C", "C", "N", "C", "C", "C", "C", "C", "C", "C", "C", "C", "C", "C", "C", "N", "N", "C", "C", "C", "C", "C", "C", "C", "C", "C", "C", "C", "C", "C", "C", "C", "C", "H", "H", "H", "H", "H", "H", "H", "H", "H", "H", "H", "H", "H", "H", "H", "H", "H", "H", "H", "H", "H", "H", "H", "H", "H", "H", "H", "H", "H", "H", "H", "H", "H", "H", "H", "H", "H", "H", "H", "H", "H", "H", "H", "C", "O", "C", "C", "C", "C", "C", "C", "S", "C", "C", "C", "C", "C", "C", "O", "O", "S", "C", "C", "C", "C", "C", "C", "O", "O", "C", "C", "H", "H", "H", "H", "H", "H", "H", "H", "H", "H", "H", "H", "H", "H", "H", "H", "H", "H"], "xyz": [[5.664, 2.732, 3.393], [5.154, 1.375, 3.522], [3.957, 1.105, 2.938], [3.190, 2.098, 2.253], [1.866, 1.796, 2.001], [1.364, 0.506, 2.245], [-0.066, 0.322, 2.121], [-0.608, -0.786, 1.495], [0.057, -1.852, 0.745], [-0.239, -3.211, 1.017], [-1.430, -3.719, 1.849], [-0.962, -4.160, 3.225], [-2.189, -4.813, 1.117], [0.682, -4.160, 0.542], [1.756, -3.800, -0.279], [1.876, -2.475, -0.710], [1.008, -1.486, -0.239], [1.053, -0.092, -0.870], [0.283, -0.100, -2.184], [2.485, 0.411, -1.023], [-1.935, -0.768, 1.616], [-2.284, 0.369, 2.240], [-3.712, 0.693, 2.203], [-4.589, -0.071, 2.988], [-4.039, -1.063, 4.035], [-4.965, -2.286, 4.240], [-3.676, -0.371, 5.324], [-5.969, 0.113, 2.864], [-6.509, 0.897, 1.853], [-5.649, 1.545, 0.986], [-4.267, 1.379, 1.107], [-3.409, 1.910, -0.046], [-3.527, 3.420, -0.220], [-3.773, 1.170, -1.347], [-1.122, 1.018, 2.655], [-1.187, 2.104, 3.607], [2.211, -0.541, 2.688], [3.508, -0.243, 3.044], [6.628, 2.650, 3.913], [5.805, 3.037, 2.331], [4.981, 3.457, 3.891], [3.607, 3.060, 1.925], [1.144, 2.540, 1.662], [-2.083, -2.851, 1.954], [-0.412, -3.359, 3.727], [-1.797, -4.432, 3.874], [-0.295, -5.024, 3.159], [-2.485, -4.463, 0.129], [-1.585, -5.711, 0.987], [-3.098, -5.091, 1.645], [0.571, -5.212, 0.830], [2.477, -4.562, -0.629], [2.674, -2.205, -1.407], [0.533, 0.584, -0.191], [-0.727, -0.498, -2.033], [0.206, 0.910, -2.596], [0.802, -0.744, -2.902], [3.102, 0.171, -0.147], [2.945, -0.031, -1.917], [2.491, 1.502, -1.131], [-3.116, -1.452, 3.580], [-5.273, -2.738, 3.281], [-4.438, -3.065, 4.811], [-5.873, -2.026, 4.805], [-3.040, 0.487, 5.117], [-4.552, -0.016, 5.871], [-3.124, -1.073, 5.947], [-6.655, -0.331, 3.585], [-7.572, 1.093, 1.828], [-6.088, 2.187, 0.219], [-2.383, 1.651, 0.240], [-3.223, 3.931, 0.697], [-2.869, 3.727, -1.036], [-4.548, 3.735, -0.460], [-3.706, 0.081, -1.210], [-4.806, 1.402, -1.652], [-3.112, 1.448, -2.180], [-2.253, 2.291, 3.979], [-0.739, 3.112, 3.071], [1.752, -1.528, 2.810], [4.190, -1.017, 3.395], [1.659, -2.281, 8.232], [2.403, -1.151, 7.707], [1.717, -0.186, 7.039], [2.511, 0.884, 6.567], [1.924, 1.840, 5.783], [0.594, 1.725, 5.367], [0.102, 2.838, 4.506], [-0.265, 4.151, 5.191], [0.766, 5.488, 4.843], [1.115, 5.493, 3.105], [2.425, 5.856, 2.797], [2.827, 5.773, 1.467], [1.917, 5.297, 0.501], [0.574, 5.008, 0.826], [0.154, 5.149, 2.157], [0.078, 6.738, 5.100], [2.053, 5.097, 5.442], [-0.875, 4.017, 6.836], [-0.985, 5.653, 7.511], [-2.196, 6.339, 7.515], [-2.271, 7.578, 8.153], [-1.160, 8.114, 8.810], [0.040, 7.396, 8.828], [0.132, 6.165, 8.184], [-2.140, 3.296, 6.775], [0.270, 3.542, 7.602], [-0.223, 0.743, 5.914], [0.346, -0.250, 6.696], [2.426, -2.835, 8.797], [0.849, -1.934, 8.916], [1.263, -2.915, 7.409], [3.577, 0.954, 6.788], [2.475, 2.748, 5.503], [0.957, 3.193, 3.869], [3.107, 6.144, 3.606], [3.840, 6.108, 1.208], [2.248, 5.202, -0.543], [-0.157, 4.686, 0.068], [-0.876, 4.997, 2.481], [-3.042, 5.895, 6.996], [-3.208, 8.130, 8.123], [-1.221, 9.093, 9.295], [0.927, 7.788, 9.326], [1.072, 5.615, 8.204], [-1.296, 0.795, 5.719], [-0.295, -1.067, 6.989]], "fmax_ev_per_a": 5.673, "total_charge": 0, "homo_ev": -6.397}

***

{"formula": "C55H63BiN4O5Sb2Si", "method": "ωB97M-V/def2-TZVPD", "elements": ["Bi", "C", "O", "C", "C", "C", "C", "C", "C", "N", "C", "N", "C", "C", "C", "C", "C", "C", "O", "C", "N", "C", "C", "C", "C", "C", "C", "O", "C", "H", "H", "H", "H", "H", "H", "H", "H", "H", "H", "H", "H", "H", "H", "H", "H", "H", "H", "H", "H", "H", "H", "C", "C", "C", "Sb", "C", "C", "C", "C", "C", "C", "C", "C", "C", "C", "C", "C", "Sb", "C", "C", "C", "C", "C", "C", "C", "C", "C", "C", "C", "C", "H", "H", "H", "H", "H", "H", "H", "H", "H", "H", "H", "H", "H", "H", "H", "H", "H", "H", "H", "H", "H", "H", "H", "H", "H", "H", "N", "C", "C", "O", "O", "H", "H", "H", "H", "C", "Si", "C", "C", "C", "H", "H", "H", "H", "H", "H", "H", "H", "H", "H", "H"], "xyz": [[-0.157, 0.329, -0.362], [-0.482, 1.063, -6.989], [0.377, 1.913, -6.254], [-0.160, 3.161, -5.992], [0.267, 4.235, -6.762], [-0.229, 5.505, -6.535], [-1.192, 5.701, -5.561], [-1.630, 4.634, -4.798], [-1.097, 3.360, -4.971], [-1.526, 2.304, -4.117], [-0.761, 1.788, -3.092], [0.544, 1.713, -3.342], [1.687, 1.644, -2.529], [1.694, 1.231, -1.212], [2.880, 1.293, -0.496], [4.053, 1.696, -1.099], [4.064, 2.065, -2.436], [2.882, 2.059, -3.155], [2.767, 2.439, -4.468], [3.938, 2.806, -5.151], [-1.349, 1.247, -2.042], [-2.656, 1.546, -1.611], [-3.202, 2.824, -1.710], [-4.477, 3.096, -1.253], [-5.233, 2.105, -0.653], [-4.683, 0.849, -0.485], [-3.407, 0.565, -0.949], [-2.890, -0.704, -0.720], [-3.183, -1.607, -1.767], [0.068, 0.136, -7.135], [-0.736, 1.499, -7.962], [-1.404, 0.865, -6.438], [1.010, 4.057, -7.526], [0.137, 6.330, -7.127], [-1.583, 6.689, -5.370], [-2.378, 4.795, -4.038], [-2.509, 2.352, -3.877], [0.808, 1.967, -4.292], [2.876, 1.018, 0.545], [4.973, 1.730, -0.537], [4.990, 2.382, -2.888], [3.616, 3.042, -6.163], [4.655, 1.980, -5.177], [4.410, 3.684, -4.701], [-2.569, 3.625, -2.053], [-4.872, 4.095, -1.356], [-6.234, 2.312, -0.302], [-5.223, 0.066, 0.029], [-4.265, -1.684, -1.928], [-2.788, -2.570, -1.452], [-2.700, -1.297, -2.698], [-0.464, 0.949, 3.642], [-0.367, -0.388, 4.346], [-1.563, -1.296, 4.098], [-1.754, -2.196, 2.090], [-0.053, -3.546, 2.225], [0.186, -4.408, 1.165], [1.214, -5.333, 1.216], [1.991, -5.440, 2.357], [1.730, -4.616, 3.438], [0.729, -3.664, 3.361], [-2.885, -3.851, 2.984], [-2.425, -4.506, 4.117], [-3.158, -5.525, 4.696], [-4.355, -5.927, 4.132], [-4.800, -5.316, 2.973], [-4.070, -4.281, 2.410], [1.414, 2.074, 3.376], [2.160, 2.019, 5.465], [2.218, 0.879, 6.253], [2.712, 0.928, 7.544], [3.205, 2.113, 8.061], [3.197, 3.249, 7.271], [2.666, 3.201, 5.993], [2.542, 0.266, 2.953], [2.073, -0.673, 2.049], [2.794, -1.816, 1.758], [3.996, -2.051, 2.403], [4.488, -1.111, 3.294], [3.773, 0.047, 3.550], [-1.166, 1.606, 4.158], [-0.816, 0.827, 2.619], [-0.301, -0.209, 5.425], [0.548, -0.899, 4.034], [-2.493, -0.749, 4.261], [-1.547, -2.123, 4.807], [-0.441, -4.362, 0.282], [1.407, -5.973, 0.366], [2.799, -6.157, 2.402], [2.308, -4.713, 4.346], [0.563, -3.005, 4.201], [-1.473, -4.242, 4.559], [-2.788, -6.006, 5.590], [-4.933, -6.719, 4.584], [-5.719, -5.646, 2.509], [-4.430, -3.805, 1.507], [1.894, -0.071, 5.855], [2.714, 0.030, 8.144], [3.593, 2.151, 9.069], [3.605, 4.173, 7.655], [2.653, 4.101, 5.388], [1.118, -0.506, 1.563], [2.410, -2.524, 1.038], [4.538, -2.967, 2.215], [5.432, -1.284, 3.792], [4.160, 0.785, 4.238], [-2.885, 3.020, 1.574], [-1.945, 4.071, 1.195], [-0.762, 3.436, 0.419], [-0.618, 3.700, -0.775], [-0.043, 2.652, 1.099], [-3.593, 3.395, 2.198], [-2.379, 2.302, 2.082], [-1.520, 4.603, 2.061], [-2.473, 4.786, 0.560], [-0.866, -3.791, -3.109], [0.436, -2.383, -3.019], [0.070, -1.217, -4.487], [2.128, -3.181, -3.425], [0.588, -1.642, -1.280], [-0.489, -4.598, -3.729], [-1.806, -3.463, -3.542], [-1.079, -4.212, -2.133], [-0.074, -1.801, -5.395], [0.898, -0.539, -4.663], [-0.825, -0.621, -4.340], [2.155, -3.580, -4.435], [2.361, -3.996, -2.745], [2.919, -2.442, -3.338], [1.652, -1.553, -1.076], [0.198, -2.372, -0.573]], "fmax_ev_per_a": 1.543, "de_lowest_ev": 1.2960, "total_charge": 0, "homo_ev": -7.480}

***

Which formula does entry 1 have?
C55H61N3O6S2